[1]
Formula: C27H32AlBeF4N2O17P
Source: the OMol25 dataset
Level of theory: wB97M-V/def2-TZVPD

Computed properties:
molar mass = 799.5 g mol⁻¹
HOMO-LUMO gap = 1.75 eV
lowest unoccupied orbital energy = -4.694 eV

Geometry (Å):
H1 0.72 -7.58 0.40
C1 2.75 -0.05 -0.86
H2 -5.60 -0.61 5.17
H3 -5.65 0.47 3.79
C2 -7.72 3.61 2.75
C3 -2.40 1.44 -3.07
C4 5.75 -1.80 -4.11
H4 10.01 1.87 -2.01
C5 9.00 1.34 -1.98
H5 -6.80 0.69 5.11
O1 -7.87 5.79 -0.05
C6 -2.90 1.34 4.18
Be1 2.82 2.35 -1.34
O2 4.54 -2.09 -4.00
H6 -4.90 5.61 3.28
H7 -5.74 6.63 1.17
O3 -1.06 -6.60 0.71
H8 0.85 -1.70 -3.59
O4 -1.66 -2.55 2.71
H9 -1.51 -5.82 0.36
C7 -4.80 1.35 5.57
O5 -2.47 0.26 -2.76
O6 5.49 1.58 -2.95
H10 -0.80 -4.36 -4.84
C8 0.37 -0.77 0.06
C9 7.58 -0.74 -0.95
C10 -7.46 5.29 0.98
C11 -6.24 5.80 1.64
H11 0.78 -5.81 0.22
C12 5.03 -0.43 -0.36
C13 -6.50 4.12 3.41
H12 2.06 0.30 1.39
N1 -1.24 2.12 -3.11
C14 1.05 -1.28 -2.54
O7 4.02 0.60 -0.61
H13 -9.06 3.80 1.12
C15 -1.45 0.87 4.07
C16 6.43 1.26 -2.16
C17 -8.17 4.16 1.62
H14 4.69 -1.49 -0.62
O8 -0.42 -3.46 -4.97
C18 8.90 -0.25 -1.72
C19 0.18 -6.70 0.03
H15 0.56 -3.49 -5.08
O9 -3.45 0.93 5.34
H16 -4.39 1.70 -3.37
F1 9.65 -3.87 0.50
C20 7.52 -2.02 0.02
H17 6.66 -2.69 -0.36
O10 6.24 -1.17 -5.05
C21 6.36 0.02 -1.15
F2 -0.96 0.96 2.82
H18 7.82 3.24 -2.39
P1 -2.72 -2.88 1.65
H19 -0.40 1.60 -2.87
H20 -1.16 3.08 -3.36
C22 1.76 -0.11 0.37
H21 3.21 -0.56 -3.10
O11 -3.85 -3.69 2.30
H22 0.01 -6.82 -1.04
N2 -3.51 2.18 -3.39
O12 -3.29 -1.58 1.08
C23 -5.80 5.25 2.78
H23 5.29 -0.35 0.77
H24 -4.94 2.39 5.26
H25 7.36 -1.76 1.12
F3 -1.30 -0.41 4.45
H26 -0.86 -2.99 -5.72
H27 8.49 -2.63 -0.16
Al1 -5.41 1.54 -5.14
H28 -0.36 -0.79 0.94
O13 -3.47 2.02 3.36
C24 0.04 -1.34 -1.36
O14 6.39 -2.24 -3.13
C25 2.43 -0.62 -2.26
O15 -2.08 -3.69 0.52
O16 9.85 -1.00 -2.06
H29 -3.48 3.15 -3.65
H30 -0.98 -1.80 -1.55
C26 7.80 2.11 -2.19
O17 -6.09 3.62 4.44
H31 -8.22 2.78 3.22
C27 -5.77 0.42 4.87
H32 -4.96 1.31 6.65
F4 -0.62 1.60 4.86

***

[2]
Formula: C27H32AuN5S3SeSi
Source: the OMol25 dataset
Level of theory: wB97M-V/def2-TZVPD

Computed properties:
molar mass = 826.8 g mol⁻¹
HOMO-LUMO gap (alpha / beta) = 5.59 / 5.59 eV
lowest unoccupied orbital energy (alpha / beta) = -7.426 / -7.425 eV
net charge = +2

Geometry (Å):
H1 5.57 2.72 1.18
H2 2.42 -1.33 -3.01
S1 0.30 0.57 -2.54
C1 -1.02 -1.33 2.17
H3 -3.68 2.00 0.24
C2 -2.89 -2.79 1.46
C3 -3.42 -2.90 -0.87
H4 5.07 -1.33 0.50
Au1 0.08 -0.17 -0.23
C4 -3.81 2.37 -1.88
C5 -2.43 -1.95 -1.10
H5 -0.20 4.13 -1.39
C6 -3.67 -3.31 0.42
H6 -4.44 -4.04 0.65
H7 1.06 -2.76 0.78
C7 -3.24 2.67 -0.50
C8 4.65 -1.53 -0.49
C9 2.33 3.59 1.20
C10 3.97 1.47 0.55
C11 -0.91 0.38 -3.89
C12 2.21 -2.05 -2.23
H8 0.63 2.75 -3.37
H9 -0.33 0.68 -4.77
N1 -2.43 -3.00 5.10
H10 2.44 -2.29 1.78
C13 -2.23 1.13 -3.90
H11 -1.44 3.46 -2.41
C14 -2.21 -2.61 3.87
C15 -1.16 -1.67 3.51
H12 -3.53 3.13 -2.61
N2 -1.70 -1.43 -0.12
H13 5.13 -0.89 -1.22
H14 -4.90 2.41 -1.82
C16 -1.91 -1.87 1.15
Se1 -3.78 -4.16 5.03
C17 -0.29 -1.09 4.44
Si1 2.79 -1.48 -0.55
C18 4.50 2.65 1.05
H15 2.75 -2.97 -2.47
H16 -3.51 3.69 -0.21
H17 1.54 0.75 2.27
H18 1.38 2.48 -1.81
S2 -3.36 0.75 -2.54
N3 -3.96 -4.02 3.27
H19 0.73 2.34 0.55
H20 4.90 -2.56 -0.74
C19 3.69 3.72 1.39
C20 0.44 2.36 -2.36
C21 -3.06 -3.17 2.86
C22 -0.67 3.19 -1.70
H21 1.66 4.40 1.49
H22 -2.72 0.89 -4.84
C23 2.60 1.34 0.30
N4 -0.05 -0.48 1.78
C24 1.80 2.43 0.66
C25 2.14 -2.62 0.79
H23 4.11 4.62 1.80
C26 0.78 0.07 2.66
H24 1.36 0.26 4.71
H25 1.14 -2.30 -2.25
H26 2.57 -3.61 0.63
H27 -1.05 -0.70 -3.98
C27 0.68 -0.21 4.01
H28 -2.05 2.21 -3.91
H29 -2.22 -1.59 -2.09
N5 2.06 0.18 -0.28
H30 -3.99 -3.28 -1.70
S3 -1.46 2.43 -0.26
H31 4.64 0.66 0.29
H32 -0.39 -1.35 5.49

***

[3]
Formula: C27H32BF3O5
Source: the OMol25 dataset
Level of theory: wB97M-V/def2-TZVPD

Computed properties:
molar mass = 504.4 g mol⁻¹
HOMO-LUMO gap = 5.62 eV
lowest unoccupied orbital energy = 0.096 eV

Geometry (Å):
H1 5.34 2.01 1.13
C1 2.05 -1.37 -2.96
H2 1.83 4.23 0.81
C2 2.97 2.20 2.38
C3 0.14 -0.06 -2.22
H3 -0.81 0.46 -2.42
H4 -1.04 -0.16 4.88
F1 -7.08 -4.00 -0.43
F2 -5.47 -4.15 -1.93
H5 4.68 -2.03 -3.05
C4 1.59 -1.30 -0.59
C5 -1.05 -2.72 0.06
H6 4.68 2.82 -1.25
C6 2.27 -1.87 -1.67
C7 3.84 3.42 -0.90
C8 1.55 3.45 0.08
H7 -1.27 -2.73 -1.02
H8 -3.02 2.39 0.56
H9 -5.59 -0.75 -2.07
H10 3.41 3.95 -1.75
H11 1.20 3.96 -0.83
C9 -5.45 -2.25 -0.53
O1 2.85 -1.66 -4.03
B1 1.97 0.49 -0.48
H12 3.26 1.43 3.11
O2 2.38 1.56 -1.23
H13 -0.04 -3.10 0.27
C10 3.21 1.66 0.98
C11 -4.04 -1.75 1.35
C12 -0.76 0.76 4.36
H14 2.97 -2.68 -1.47
H15 -3.98 0.78 -0.95
C13 -6.29 -3.26 -1.26
H16 0.72 2.86 0.49
H17 1.66 -1.78 0.39
H18 3.58 3.09 2.56
C14 -0.77 -0.28 0.02
H19 4.50 -2.52 -4.76
H20 0.29 0.68 4.04
C15 -1.88 2.14 2.48
C16 2.77 2.57 -0.25
C17 -1.59 0.99 3.19
H21 -1.79 -3.30 0.61
H22 3.71 -3.49 -3.47
H23 1.91 2.44 2.53
H24 4.83 0.35 1.54
O3 -2.15 -0.08 2.57
C18 0.47 -0.33 -0.83
C19 4.01 -2.48 -3.79
C20 -5.15 -1.02 -1.12
H25 4.21 4.18 -0.19
O4 2.33 0.52 0.86
C21 -3.67 -0.52 0.75
H26 -3.58 -2.05 2.29
C22 -4.94 -2.59 0.72
F3 -7.10 -2.70 -2.20
C23 -4.27 -0.16 -0.47
H27 -1.49 0.49 -0.37
C24 0.95 -0.50 -3.22
H28 -1.62 3.16 2.76
C25 4.66 1.19 0.85
O5 -1.16 -1.38 0.59
H29 0.78 -0.21 -4.26
H30 4.89 0.86 -0.17
C26 -2.63 1.75 1.35
H31 -0.83 1.61 5.04
C27 -2.68 0.34 1.36
H32 -5.22 -3.53 1.20

***

[4]
Formula: C27H32Br3O4P
Source: the OMol25 dataset
Level of theory: wB97M-V/def2-TZVPD

Computed properties:
molar mass = 691.2 g mol⁻¹
HOMO-LUMO gap = 8.76 eV
lowest unoccupied orbital energy = -0.018 eV
SMILES string = CCOCCCCC[C@@]1(Cc2ccccc2)C(=O)O[C@](/C(Br)=C(/C)Br)(P(O)Br)[C@@H]1c1ccccc1

Geometry (Å):
C1 2.98 -2.08 -3.65
C2 4.01 -2.98 -4.40
H1 -0.21 1.61 0.08
O1 3.11 0.75 -1.32
Br1 2.52 2.80 -3.33
C3 -5.93 -0.42 -0.97
H2 -1.18 -0.69 -1.94
H3 1.20 2.27 -0.78
H4 -0.83 1.32 2.35
C4 0.57 -3.10 -0.07
H5 1.54 -3.27 0.46
H6 -1.05 3.54 0.99
C5 -0.11 3.73 1.56
C6 0.24 -0.71 2.53
H7 -3.78 -0.46 -1.32
C7 -1.69 -4.03 -0.72
H8 3.21 2.64 1.88
C8 3.28 -1.16 -2.69
C9 -0.95 -1.64 -1.41
H9 3.78 -4.07 -4.24
H10 -1.57 0.11 3.46
C10 -0.06 4.80 2.57
H11 5.07 -2.73 -4.20
C11 2.27 3.20 2.05
H12 2.35 -0.95 2.00
H13 -0.05 -1.71 2.11
H14 1.20 5.87 4.16
C12 -1.03 0.22 2.46
H15 -0.20 2.36 -2.49
C13 0.34 -1.78 -0.73
H16 -4.23 -0.46 2.17
C14 1.51 -0.78 -0.66
H17 -3.48 1.26 2.25
H18 -1.79 0.24 0.40
C15 1.58 -0.11 1.95
H19 0.43 -0.91 3.63
C16 0.91 1.78 0.19
H20 -5.89 -0.36 -2.10
C17 -3.56 0.30 1.68
H21 -2.09 -1.35 1.33
H22 2.37 -1.43 -0.28
H23 -2.94 -2.66 -1.89
P1 1.29 0.87 -3.25
O2 -0.21 1.40 -2.68
C18 1.07 2.87 1.28
O3 -4.15 0.68 0.40
C19 3.12 0.65 0.10
C20 -1.93 -2.75 -1.40
Br2 1.11 -2.38 -4.22
Br3 5.16 -0.96 -2.13
C21 2.20 -0.22 -1.99
H24 -6.47 -1.37 -0.71
H25 -2.40 -4.88 -0.71
H26 -6.48 0.50 -0.62
H27 -0.13 -5.12 0.52
C22 1.14 5.09 3.37
H28 3.29 4.44 3.61
C23 -2.10 -0.24 1.37
C24 2.33 4.27 3.07
O4 4.09 0.65 0.79
C25 -0.40 -4.18 -0.04
H29 1.95 0.65 2.69
C26 1.57 0.38 0.46
C27 -4.44 -0.47 -0.40
H30 3.84 -2.81 -5.51
H31 -0.97 5.42 2.78
H32 -4.31 -1.44 0.16

***

Repeat the fourth record exactly.
Formula: C27H32Br3O4P
Source: the OMol25 dataset
Level of theory: wB97M-V/def2-TZVPD

Computed properties:
molar mass = 691.2 g mol⁻¹
HOMO-LUMO gap = 8.76 eV
lowest unoccupied orbital energy = -0.018 eV
SMILES string = CCOCCCCC[C@@]1(Cc2ccccc2)C(=O)O[C@](/C(Br)=C(/C)Br)(P(O)Br)[C@@H]1c1ccccc1

Geometry (Å):
C1 2.98 -2.08 -3.65
C2 4.01 -2.98 -4.40
H1 -0.21 1.61 0.08
O1 3.11 0.75 -1.32
Br1 2.52 2.80 -3.33
C3 -5.93 -0.42 -0.97
H2 -1.18 -0.69 -1.94
H3 1.20 2.27 -0.78
H4 -0.83 1.32 2.35
C4 0.57 -3.10 -0.07
H5 1.54 -3.27 0.46
H6 -1.05 3.54 0.99
C5 -0.11 3.73 1.56
C6 0.24 -0.71 2.53
H7 -3.78 -0.46 -1.32
C7 -1.69 -4.03 -0.72
H8 3.21 2.64 1.88
C8 3.28 -1.16 -2.69
C9 -0.95 -1.64 -1.41
H9 3.78 -4.07 -4.24
H10 -1.57 0.11 3.46
C10 -0.06 4.80 2.57
H11 5.07 -2.73 -4.20
C11 2.27 3.20 2.05
H12 2.35 -0.95 2.00
H13 -0.05 -1.71 2.11
H14 1.20 5.87 4.16
C12 -1.03 0.22 2.46
H15 -0.20 2.36 -2.49
C13 0.34 -1.78 -0.73
H16 -4.23 -0.46 2.17
C14 1.51 -0.78 -0.66
H17 -3.48 1.26 2.25
H18 -1.79 0.24 0.40
C15 1.58 -0.11 1.95
H19 0.43 -0.91 3.63
C16 0.91 1.78 0.19
H20 -5.89 -0.36 -2.10
C17 -3.56 0.30 1.68
H21 -2.09 -1.35 1.33
H22 2.37 -1.43 -0.28
H23 -2.94 -2.66 -1.89
P1 1.29 0.87 -3.25
O2 -0.21 1.40 -2.68
C18 1.07 2.87 1.28
O3 -4.15 0.68 0.40
C19 3.12 0.65 0.10
C20 -1.93 -2.75 -1.40
Br2 1.11 -2.38 -4.22
Br3 5.16 -0.96 -2.13
C21 2.20 -0.22 -1.99
H24 -6.47 -1.37 -0.71
H25 -2.40 -4.88 -0.71
H26 -6.48 0.50 -0.62
H27 -0.13 -5.12 0.52
C22 1.14 5.09 3.37
H28 3.29 4.44 3.61
C23 -2.10 -0.24 1.37
C24 2.33 4.27 3.07
O4 4.09 0.65 0.79
C25 -0.40 -4.18 -0.04
H29 1.95 0.65 2.69
C26 1.57 0.38 0.46
C27 -4.44 -0.47 -0.40
H30 3.84 -2.81 -5.51
H31 -0.97 5.42 2.78
H32 -4.31 -1.44 0.16

***

Question: Among the records above, which one has the highest molar mass?
Answer: C27H32AuN5S3SeSi

***

Copy entry 2 word for word.
Formula: C27H32AuN5S3SeSi
Source: the OMol25 dataset
Level of theory: wB97M-V/def2-TZVPD

Computed properties:
molar mass = 826.8 g mol⁻¹
HOMO-LUMO gap (alpha / beta) = 5.59 / 5.59 eV
lowest unoccupied orbital energy (alpha / beta) = -7.426 / -7.425 eV
net charge = +2

Geometry (Å):
H1 5.57 2.72 1.18
H2 2.42 -1.33 -3.01
S1 0.30 0.57 -2.54
C1 -1.02 -1.33 2.17
H3 -3.68 2.00 0.24
C2 -2.89 -2.79 1.46
C3 -3.42 -2.90 -0.87
H4 5.07 -1.33 0.50
Au1 0.08 -0.17 -0.23
C4 -3.81 2.37 -1.88
C5 -2.43 -1.95 -1.10
H5 -0.20 4.13 -1.39
C6 -3.67 -3.31 0.42
H6 -4.44 -4.04 0.65
H7 1.06 -2.76 0.78
C7 -3.24 2.67 -0.50
C8 4.65 -1.53 -0.49
C9 2.33 3.59 1.20
C10 3.97 1.47 0.55
C11 -0.91 0.38 -3.89
C12 2.21 -2.05 -2.23
H8 0.63 2.75 -3.37
H9 -0.33 0.68 -4.77
N1 -2.43 -3.00 5.10
H10 2.44 -2.29 1.78
C13 -2.23 1.13 -3.90
H11 -1.44 3.46 -2.41
C14 -2.21 -2.61 3.87
C15 -1.16 -1.67 3.51
H12 -3.53 3.13 -2.61
N2 -1.70 -1.43 -0.12
H13 5.13 -0.89 -1.22
H14 -4.90 2.41 -1.82
C16 -1.91 -1.87 1.15
Se1 -3.78 -4.16 5.03
C17 -0.29 -1.09 4.44
Si1 2.79 -1.48 -0.55
C18 4.50 2.65 1.05
H15 2.75 -2.97 -2.47
H16 -3.51 3.69 -0.21
H17 1.54 0.75 2.27
H18 1.38 2.48 -1.81
S2 -3.36 0.75 -2.54
N3 -3.96 -4.02 3.27
H19 0.73 2.34 0.55
H20 4.90 -2.56 -0.74
C19 3.69 3.72 1.39
C20 0.44 2.36 -2.36
C21 -3.06 -3.17 2.86
C22 -0.67 3.19 -1.70
H21 1.66 4.40 1.49
H22 -2.72 0.89 -4.84
C23 2.60 1.34 0.30
N4 -0.05 -0.48 1.78
C24 1.80 2.43 0.66
C25 2.14 -2.62 0.79
H23 4.11 4.62 1.80
C26 0.78 0.07 2.66
H24 1.36 0.26 4.71
H25 1.14 -2.30 -2.25
H26 2.57 -3.61 0.63
H27 -1.05 -0.70 -3.98
C27 0.68 -0.21 4.01
H28 -2.05 2.21 -3.91
H29 -2.22 -1.59 -2.09
N5 2.06 0.18 -0.28
H30 -3.99 -3.28 -1.70
S3 -1.46 2.43 -0.26
H31 4.64 0.66 0.29
H32 -0.39 -1.35 5.49